The following is a DFT calculation (wB97M-V/def2-TZVPD) of a cluster of 12 separate species, C33H55Br2Cl22IN4OP in total.

Summary:
F_max: 2.24 eV/Å
Total charge: +1
Kohn-Sham gap: 0.320 Eh

Positions of all 119 atoms, in Å:
C  -3.4102  0.8089  2.1346
C  -3.4434  0.0867  0.8211
Br  -4.3210  1.0050  -0.5799
C  -2.8837  -1.1018  0.6112
Br  -2.9587  -2.0121  -1.0539
C  -2.1242  -1.7310  1.6990
C  -0.7611  -1.6247  1.7876
C  0.1591  -0.9221  0.8649
C  -0.1768  0.3627  0.4817
C  0.5904  1.1186  -0.3845
C  1.7206  0.4855  -0.8741
C  1.9701  -0.8148  -0.4598
N  1.2575  -1.5334  0.3916
N  -0.4496  -2.3153  2.9650
P  1.1903  -2.4295  3.5949
O  1.6392  -1.0699  3.9402
C  -1.5662  -2.8106  3.5063
I  -1.7614  -3.9029  5.2611
N  -2.6006  -2.4554  2.7540
N  -3.9390  -2.7407  2.9654
H  -2.5329  0.5580  2.7308
H  -4.2887  0.5199  2.7149
H  -3.4246  1.8862  1.9913
H  -1.0648  0.8091  0.8988
H  0.3110  2.1185  -0.6793
H  2.3827  0.9893  -1.5607
H  2.8413  -1.3085  -0.8796
H  1.1485  -3.2578  4.7206
H  1.9824  -3.0081  2.6055
H  -4.4110  -2.7768  2.0667
H  -4.0333  -3.6538  3.3985
Cl  -1.7330  -4.3992  -3.3514
C  -0.4679  -5.4207  -2.6135
C  -0.7172  -5.6801  -1.1514
Cl  -0.5158  -4.2077  -0.1550
H  0.4902  -4.9318  -2.7732
H  -0.4704  -6.3604  -3.1580
H  0.0054  -6.4073  -0.7842
H  -1.7172  -6.0700  -0.9781
Cl  5.2336  -1.4682  8.9007
C  4.5993  -0.7960  7.3776
C  3.3969  -1.5533  6.8805
Cl  3.8235  -3.2053  6.3378
H  5.4040  -0.8030  6.6468
H  4.3203  0.2373  7.5757
H  2.9637  -1.0414  6.0209
H  2.6349  -1.6416  7.6508
Cl  -9.4414  3.6785  -2.4550
C  -8.0672  2.5849  -2.1660
C  -6.7471  3.3067  -2.2367
Cl  -6.3546  3.8481  -3.8917
H  -8.1213  1.7779  -2.8930
H  -8.1986  2.1637  -1.1701
H  -5.9393  2.6487  -1.9286
H  -6.7219  4.1777  -1.5869
Cl  3.0372  -3.6975  0.6167
C  4.5006  -4.7158  0.6973
C  5.7585  -3.8889  0.7293
Cl  6.0427  -3.0513  -0.8199
H  4.4899  -5.3903  -0.1554
H  4.4268  -5.3100  1.6082
H  6.6143  -4.5379  0.9048
H  5.7282  -3.1382  1.5157
Cl  -0.9388  4.8994  -1.7244
C  -1.8166  4.5195  -3.2302
C  -2.1811  3.0627  -3.3184
Cl  -0.7556  2.0087  -3.5361
H  -1.1971  4.8326  -4.0672
H  -2.7239  5.1218  -3.2282
H  -2.8273  2.8976  -4.1791
H  -2.7059  2.7333  -2.4255
Cl  -3.2813  6.2011  0.9962
C  -3.9567  6.9634  -0.4680
C  -5.3691  7.4438  -0.2557
Cl  -6.5191  6.0907  -0.0589
H  -3.8980  6.2409  -1.2792
H  -3.3157  7.8096  -0.7105
H  -5.6986  8.0130  -1.1241
H  -5.4460  8.0805  0.6193
Cl  11.0859  -6.3097  0.2080
C  10.2749  -5.4280  -1.1109
C  8.8183  -5.1826  -0.8160
Cl  7.8614  -6.6897  -0.8254
H  10.4042  -5.9988  -2.0268
H  10.7897  -4.4751  -1.2210
H  8.3900  -4.5353  -1.5777
H  8.6861  -4.7072  0.1526
Cl  0.8530  -5.4584  -8.3576
C  -0.9029  -5.5384  -8.0676
C  -1.2365  -5.4813  -6.5993
Cl  -0.7135  -6.9562  -5.7384
H  -1.2779  -6.4494  -8.5272
H  -1.3492  -4.6852  -8.5757
H  -2.3142  -5.4039  -6.4673
H  -0.7699  -4.6275  -6.1173
Cl  -2.4262  11.6370  -1.5360
C  -4.1820  11.6440  -1.2365
C  -4.5086  11.7128  0.2331
Cl  -4.0509  10.2173  1.0934
H  -4.6025  10.7524  -1.6956
H  -4.5891  12.5175  -1.7427
H  -5.5818  11.8400  0.3650
H  -4.0023  12.5432  0.7178
Cl  1.2084  7.3765  -3.1174
C  2.2463  6.9221  -1.7441
C  3.0072  8.1000  -1.1916
Cl  4.2473  8.6905  -2.3253
H  2.9184  6.1356  -2.0784
H  1.5914  6.5137  -0.9750
H  3.5249  7.8048  -0.2802
H  2.3425  8.9279  -0.9587
Cl  2.1072  -8.8736  2.8181
C  3.1666  -7.8352  3.8020
C  2.3930  -6.7622  4.5219
Cl  1.7239  -5.5503  3.3848
H  3.9237  -7.4112  3.1466
H  3.6603  -8.4767  4.5298
H  3.0484  -6.2258  5.2068
H  1.5667  -7.1793  5.0914